# 1
The following is a DFT calculation (ωB97M-V with the def2-TZVPD basis set) of a structure of composition C17H16AsF6NiO5 at a distorted geometry.

```
46
Properties=species:S:1:pos:R:3
Ni -0.03 0.22 0.27
C 1.24 -6.46 0.39
O 2.46 -5.81 0.05
C 2.45 -4.47 -0.06
C 3.69 -3.89 -0.42
C 3.76 -2.54 -0.56
C 2.65 -1.68 -0.37
C 2.74 -0.28 -0.54
C 4.02 0.41 -0.97
O 1.79 0.53 -0.36
C 1.40 -2.29 0.01
O 0.30 -1.64 0.22
C 1.34 -3.69 0.15
H 1.46 -7.52 0.42
H 0.47 -6.26 -0.36
H 0.88 -6.13 1.37
H 4.54 -4.53 -0.57
H 4.72 -2.12 -0.84
H 4.86 -0.24 -1.14
H 4.27 1.14 -0.19
H 3.80 0.97 -1.88
H 0.37 -4.10 0.42
C 0.50 4.65 1.67
C -0.07 3.45 0.96
O 0.50 2.38 1.05
C -1.30 3.62 0.13
C -1.90 4.83 -0.02
C -3.06 4.99 -0.81
C -3.64 3.90 -1.47
C -3.10 2.66 -1.34
C -1.90 2.46 -0.55
O -1.46 1.31 -0.43
H 1.39 4.34 2.20
H -0.22 5.06 2.38
H 0.75 5.44 0.96
H -1.49 5.70 0.47
H -3.50 5.97 -0.91
H -4.54 4.04 -2.05
H -3.52 1.77 -1.79
F -2.09 -0.76 0.95
As -3.83 -0.90 0.65
F -3.57 -0.49 -1.03
F -3.61 -2.56 0.26
F -4.05 -1.28 2.31
F -5.53 -1.00 0.35
F -3.96 0.80 1.00
```

2S+1 ... 4
Gap between HOMO and LUMO (alpha / beta) ... 7.56 / 4.99 eV
HOMO level (alpha / beta) ... -8.5 / -8.5 eV

***

# 2
The following is a DFT calculation (ωB97M-V with the def2-TZVPD basis set) of a structure of composition C33H46AsGeN2RhSi3.

```
87
Properties=species:S:1:pos:R:3
Rh 1.39 -0.17 0.52
C 1.52 -0.05 4.99
C 1.49 -0.50 3.67
N 1.66 0.31 2.63
C 1.87 1.63 2.86
C 1.90 2.17 4.15
C 1.72 1.29 5.23
C 2.11 3.58 4.33
C 2.27 4.40 3.27
C 2.25 3.87 1.93
C 2.42 4.69 0.80
C 2.40 4.13 -0.46
C 2.24 2.75 -0.58
N 2.08 1.95 0.48
C 2.07 2.50 1.73
H 1.39 -0.75 5.80
H 1.32 -1.55 3.44
H 1.74 1.67 6.25
H 2.12 3.98 5.34
H 2.41 5.46 3.41
H 2.56 5.75 0.92
H 2.52 4.73 -1.35
H 2.23 2.27 -1.55
Ge 4.56 0.55 0.44
C 5.58 1.63 -0.66
C 6.26 2.70 -0.05
C 7.10 3.50 -0.80
C 7.27 3.23 -2.16
C 6.60 2.17 -2.77
C 5.76 1.37 -2.03
C 3.57 -1.01 -0.11
C 3.52 -2.11 0.77
C 3.10 -3.35 0.32
C 2.70 -3.51 -1.00
C 2.69 -2.42 -1.88
C 3.13 -1.18 -1.45
H 4.63 0.74 1.95
H 6.15 2.89 1.01
H 7.64 4.32 -0.34
H 7.93 3.85 -2.75
H 6.77 1.97 -3.82
H 5.28 0.52 -2.51
H 3.85 -2.00 1.80
H 3.10 -4.20 0.99
H 2.40 -4.49 -1.36
H 2.38 -2.56 -2.91
H 3.17 -0.36 -2.15
C -8.77 -2.72 -3.02
Si -7.47 -2.30 -4.23
C -6.60 -3.63 -5.12
C -7.20 -0.56 -4.70
As -0.97 -0.79 0.01
Si -2.24 1.06 0.96
C -1.55 2.60 0.19
C -1.95 0.97 2.80
C -4.01 0.72 0.51
Si -1.99 -2.99 0.27
C -2.45 -3.00 2.07
C -3.44 -2.93 -0.90
C -0.72 -4.25 -0.21
H -9.70 -2.84 -3.59
H -8.94 -1.93 -2.30
H -8.59 -3.67 -2.53
H -7.18 -3.82 -6.03
H -6.57 -4.56 -4.56
H -5.60 -3.34 -5.45
H -7.87 -0.36 -5.54
H -6.19 -0.38 -5.06
H -7.47 0.13 -3.90
H -0.53 2.80 0.54
H -2.16 3.45 0.47
H -1.54 2.54 -0.90
H -0.89 1.01 3.06
H -2.39 0.07 3.24
H -2.44 1.83 3.26
H -4.18 0.81 -0.57
H -4.63 1.47 1.01
H -4.34 -0.26 0.85
H -3.25 -2.30 2.31
H -1.60 -2.80 2.72
H -2.81 -4.01 2.32
H -4.06 -2.06 -0.73
H -4.04 -3.83 -0.74
H -3.08 -2.93 -1.93
H 0.14 -4.23 0.45
H -0.39 -4.10 -1.24
H -1.18 -5.24 -0.14
```

Net charge ... +4
2S+1 ... 5
Gap between HOMO and LUMO (alpha / beta) ... 7.16 / 6.24 eV
Relative energy (zero: lowest compared OMol25 entry of this formula, charge and spin) ... 0.00 kcal/mol
HOMO level (alpha / beta) ... -18.0 / -18.4 eV

***

# 3
The following is a DFT calculation (ωB97M-V with the def2-TZVPD basis set) of an isolated molecule of C3H5O2P at a distorted geometry.

```
11
Properties=species:S:1:pos:R:3
C 1.70 0.06 0.19
C 0.28 -0.16 0.38
O -0.49 -1.16 -0.30
C -0.86 0.35 -0.33
P -2.52 -0.01 0.49
O -3.53 0.04 -0.56
H 1.78 0.39 -0.89
H 2.26 -0.93 0.08
H 2.17 0.86 0.88
H 0.09 -0.24 1.39
H -0.90 0.80 -1.32
```

Gap between HOMO and LUMO ... 9.17 eV
SMILES string ... C[C@@H]1O[C@H]1P=O
Relative energy (zero: lowest compared OMol25 entry of this formula, charge and spin) ... 55.02 kcal/mol
HOMO level ... -9.5 eV

***

# 4
The following is a DFT calculation (ωB97M-V with the def2-TZVPD basis set) of a cluster of 7 separate species, C7H28 in total at a distorted geometry.

```
35
Properties=species:S:1:pos:R:3
C -2.89 -1.49 0.70
H -2.64 -2.54 0.82
H -2.77 -0.99 1.66
H -2.23 -0.98 0.00
H -3.91 -1.39 0.35
C 0.48 -2.42 -0.69
H 1.26 -3.16 -0.90
H 0.86 -1.60 -0.08
H 0.09 -2.01 -1.61
H -0.21 -2.88 0.01
C 0.49 -0.45 2.87
H 1.11 -1.34 2.80
H 0.83 0.24 3.64
H 0.55 0.14 1.95
H -0.55 -0.77 2.95
C -1.70 2.25 1.36
H -1.43 1.37 0.79
H -1.22 2.29 2.34
H -1.38 3.18 0.89
H -2.77 2.27 1.50
C 1.59 2.01 -0.30
H 1.78 0.95 -0.29
H 1.87 2.41 0.68
H 2.31 2.44 -0.99
H 0.55 2.26 -0.46
C -1.55 0.77 -2.43
H -1.10 -0.21 -2.57
H -1.51 0.99 -1.36
H -0.94 1.55 -2.88
H -2.58 0.75 -2.76
C 3.52 -0.72 -1.59
H 3.79 -1.77 -1.49
H 3.34 -0.34 -0.60
H 4.30 -0.15 -2.09
H 2.66 -0.69 -2.25
```

Gap between HOMO and LUMO ... 13.47 eV
SMILES string ... C.C.C.C.C.C.C
Relative energy (zero: lowest compared OMol25 entry of this formula, charge and spin) ... 0.00 kcal/mol
HOMO level ... -12.6 eV

***

# 5
The following is a DFT calculation (ωB97M-V with the def2-TZVPD basis set) of a structure of composition C25H38CdP2 at a distorted geometry.

```
66
Properties=species:S:1:pos:R:3
P -1.72 2.40 -0.15
P -0.37 -0.64 2.23
C -1.31 0.63 0.04
C -1.85 -0.08 1.28
H -0.20 0.68 0.14
H -1.57 0.04 -0.86
H -2.42 0.60 1.94
H -2.46 -0.97 1.06
C 0.68 -1.67 1.20
H 1.41 -2.15 1.87
H 1.27 -1.03 0.52
H 0.13 -2.44 0.65
C -1.07 -1.88 3.40
H -0.71 -2.89 3.17
H -2.16 -1.88 3.42
H -0.70 -1.58 4.40
C -1.35 2.66 -1.89
H -1.32 3.73 -2.11
H -2.14 2.19 -2.50
H -0.41 2.20 -2.22
C -3.38 2.80 0.30
H -3.68 2.18 1.15
H -4.04 2.62 -0.55
H -3.39 3.86 0.59
Cd 0.49 -0.68 -2.83
C -0.22 -2.69 -2.24
C 0.98 -2.75 -2.96
C 0.95 -3.26 -4.40
C 0.04 -2.43 -5.37
C -0.33 -1.02 -4.92
C -1.36 -0.67 -4.03
C -2.29 -1.72 -3.44
C -1.56 -2.98 -2.90
C -0.54 3.30 0.83
H -0.24 -2.75 -1.15
H 1.94 -2.77 -2.41
H 0.69 -4.33 -4.39
H 1.98 -3.25 -4.79
H 0.60 -2.31 -6.31
H -0.84 -3.01 -5.66
H -0.04 -0.24 -5.64
H -1.76 0.34 -4.18
H -3.01 -2.01 -4.23
H -2.89 -1.29 -2.63
H -2.21 -3.47 -2.15
H -1.44 -3.71 -3.71
H 0.44 2.81 0.80
H -0.87 3.33 1.90
H -0.50 4.31 0.40
C 1.76 2.02 5.67
C 0.59 1.91 4.87
C 0.69 1.59 3.52
C 1.96 1.35 2.91
C 2.09 0.79 1.63
C 3.31 0.58 1.07
C 4.51 0.82 1.84
C 4.43 1.26 3.15
C 3.16 1.51 3.73
C 3.02 1.84 5.10
H 1.68 2.29 6.72
H -0.38 2.08 5.33
H -0.23 1.59 2.91
H 3.44 0.19 0.05
H 5.48 0.64 1.39
H 5.33 1.42 3.75
H 3.92 1.96 5.70
```

Gap between HOMO and LUMO (alpha / beta) ... 4.07 / 4.07 eV
Relative energy (zero: lowest compared OMol25 entry of this formula, charge and spin) ... 0.00 kcal/mol
HOMO level (alpha / beta) ... -5.1 / -5.1 eV

***

# 6
The following is a DFT calculation (ωB97M-V with the def2-TZVPD basis set) of an isolated molecule of C2HF3N2O at a distorted geometry.

```
9
Properties=species:S:1:pos:R:3
O -1.03 -1.15 -0.73
N -1.41 -0.20 -0.16
F -2.84 -0.14 0.10
N -0.86 0.80 0.29
C 0.52 0.78 0.12
F 1.05 1.97 -0.12
C 1.29 -0.31 0.09
F 0.92 -1.52 0.49
H 2.35 -0.24 -0.09
```

Gap between HOMO and LUMO ... 9.80 eV
SMILES string ... [O-]/[N+](F)=N\C(F)=C/F
Relative energy (zero: lowest compared OMol25 entry of this formula, charge and spin) ... 79.39 kcal/mol
HOMO level ... -10.1 eV

***

# 7
The following is a DFT calculation (ωB97M-V with the def2-TZVPD basis set) of a cluster of 2 separate species, C7H13O in total at a distorted geometry.

```
21
Properties=species:S:1:pos:R:3
C 2.33 0.68 -1.18
O 3.08 0.03 -0.24
C 0.98 0.00 -1.44
C 0.43 -0.83 -0.29
C 0.05 0.05 0.91
C -1.29 0.79 0.81
C -2.52 0.03 0.40
C -3.32 -0.89 1.04
H 2.19 1.77 -0.75
H 2.89 0.75 -2.13
H 1.08 -0.70 -2.30
H 0.18 0.74 -1.73
H -0.43 -1.45 -0.57
H 1.23 -1.48 0.03
H 1.01 0.60 1.12
H 0.02 -0.50 1.86
H -1.23 1.67 0.14
H -1.55 1.16 1.82
H -3.27 0.62 -0.14
H -4.26 -0.43 1.38
H -2.06 -1.39 1.65
```

Net charge ... -1
Gap between HOMO and LUMO ... 5.49 eV
Relative energy (zero: lowest compared OMol25 entry of this formula, charge and spin) ... 100.44 kcal/mol
HOMO level ... -2.2 eV

***

# 8
The following is a DFT calculation (ωB97M-V with the def2-TZVPD basis set) of a structure of composition C23H41IrN10O5SSeSi.

```
83
Properties=species:S:1:pos:R:3
Ir -0.44 0.02 -1.34
C -2.66 0.07 1.46
C -1.34 -0.08 2.18
C -1.02 1.16 3.00
C -1.32 -1.33 3.02
O -0.31 -0.23 1.10
Si 1.34 -0.18 1.27
S 1.86 -0.27 -0.84
O 1.81 -1.49 2.04
C 2.86 -2.50 2.21
C 2.93 -2.78 3.70
C 2.41 -3.73 1.44
C 4.18 -1.98 1.68
O 1.76 1.24 1.84
C 2.80 2.25 2.00
C 4.13 1.55 2.24
C 2.39 3.09 3.19
C 2.82 3.07 0.73
H -3.46 0.17 2.19
H -2.86 -0.82 0.86
H -2.67 0.96 0.82
H -1.85 1.34 3.68
H -0.89 2.04 2.36
H -0.11 1.03 3.59
H -2.05 -1.24 3.83
H -0.34 -1.49 3.48
H -1.58 -2.22 2.43
H 1.96 -3.11 4.07
H 3.22 -1.88 4.24
H 3.67 -3.56 3.90
H 1.44 -4.08 1.83
H 3.13 -4.54 1.56
H 2.31 -3.50 0.38
H 4.53 -1.12 2.26
H 4.10 -1.69 0.63
H 4.94 -2.76 1.75
H 4.06 0.88 3.10
H 4.90 2.29 2.45
H 4.44 0.98 1.36
H 2.37 2.49 4.10
H 1.39 3.51 3.03
H 3.09 3.91 3.33
H 3.03 2.43 -0.14
H 3.60 3.83 0.78
H 1.87 3.58 0.59
N 0.01 0.17 -4.05
N 0.43 1.47 -4.38
C 0.44 2.45 -3.45
N 0.78 3.66 -3.83
N 0.09 2.05 -2.22
N -0.02 2.95 -1.20
O 0.29 4.11 -1.29
O -0.42 2.41 -0.18
H 0.78 -0.47 -4.21
H -0.79 -0.08 -4.62
H 0.71 1.67 -5.32
H 1.02 3.87 -4.79
H 0.84 4.39 -3.13
Se -3.64 -1.46 -1.75
N -2.69 0.07 -1.89
C -3.57 1.07 -1.83
C -3.28 2.47 -1.97
C -4.30 3.35 -1.87
C -5.67 2.94 -1.65
C -6.00 1.64 -1.55
C -4.95 0.66 -1.64
N -5.18 -0.63 -1.56
H -2.28 2.81 -2.17
H -4.10 4.41 -1.98
H -6.44 3.70 -1.59
H -7.02 1.31 -1.40
N -1.42 -4.76 -4.21
C -1.12 -4.18 -3.02
C -0.95 -2.80 -2.88
N -0.67 -2.26 -1.70
C -0.55 -3.06 -0.63
C -0.73 -4.43 -0.80
N -1.02 -4.99 -1.96
H -1.50 -4.23 -5.06
H -1.52 -5.76 -4.25
H -1.06 -2.13 -3.73
H -0.31 -2.61 0.32
H -0.64 -5.09 0.06
```

Net charge ... +2
2S+1 ... 5
Gap between HOMO and LUMO (alpha / beta) ... 6.98 / 6.15 eV
Relative energy (zero: lowest compared OMol25 entry of this formula, charge and spin) ... 0.00 kcal/mol
HOMO level (alpha / beta) ... -13.1 / -14.1 eV

***

# 9
The following is a DFT calculation (ωB97M-V with the def2-TZVPD basis set) of an isolated molecule of C2H3NO2 at a distorted geometry.

```
8
Properties=species:S:1:pos:R:3
C -1.45 0.22 -0.79
N -0.31 0.54 -0.25
O 0.41 -0.58 -0.10
C 1.44 -0.14 0.79
O 1.69 0.98 1.13
H -2.39 0.90 -0.65
H -1.33 -0.81 -0.98
H 1.93 -1.11 0.85
```

Gap between HOMO and LUMO ... 11.19 eV
SMILES string ... C=NOC=O
Relative energy (zero: lowest compared OMol25 entry of this formula, charge and spin) ... 82.29 kcal/mol
HOMO level ... -10.5 eV

***

# 10
The following is a DFT calculation (ωB97M-V with the def2-TZVPD basis set) of a structure of composition C6H14NO at a distorted geometry.

```
22
Properties=species:S:1:pos:R:3
C 0.24 -0.31 1.46
C 0.77 0.90 0.71
C 2.30 0.92 0.19
O 2.65 0.05 -0.80
C -1.10 -1.04 1.06
N -3.06 -0.45 -0.53
C 0.09 0.07 -2.34
C -2.40 -0.37 0.62
H 0.13 -0.16 2.56
H 0.99 -1.07 1.32
H 0.67 1.76 1.49
H 0.23 1.13 -0.21
H 2.91 0.65 1.12
H 2.44 1.99 -0.10
H -0.84 -1.63 0.18
H -1.25 -1.67 1.93
H -0.87 0.47 -1.98
H 0.77 -0.20 -1.59
H 0.67 0.82 -2.78
H -1.91 0.20 -0.58
H -2.96 0.32 1.40
H -0.16 -0.89 -2.90
```

Net charge ... -2
2S+1 ... 2
Gap between HOMO and LUMO (alpha / beta) ... 3.55 / 5.93 eV
Relative energy (zero: lowest compared OMol25 entry of this formula, charge and spin) ... 112.03 kcal/mol
HOMO level (alpha / beta) ... 3.6 / 1.2 eV

***

# 11
The following is a DFT calculation (ωB97M-V with the def2-TZVPD basis set) of a structure of composition C5H7LaO4 at a distorted geometry.

```
17
Properties=species:S:1:pos:R:3
O 0.29 -1.54 -0.54
La -0.28 -0.42 -2.70
C 1.34 -1.99 0.07
C 1.88 -1.07 1.11
H 0.99 -0.83 1.71
H 1.29 -3.07 0.28
H 2.75 -1.07 0.22
H 2.47 -1.63 1.84
C 0.92 1.37 0.49
C -0.26 1.08 -0.13
O -1.54 1.34 0.20
C -2.46 1.08 -0.73
O -2.18 0.55 -1.81
O -3.60 1.55 -0.39
H 1.80 1.64 -0.10
H 0.85 1.55 1.57
H -4.26 1.45 -1.10
```

Net charge ... +3
2S+1 ... 2
Gap between HOMO and LUMO (alpha / beta) ... 7.72 / 6.66 eV
Relative energy (zero: lowest compared OMol25 entry of this formula, charge and spin) ... 88.61 kcal/mol
HOMO level (alpha / beta) ... -21.1 / -20.9 eV

***

# 12
The following is a DFT calculation (ωB97M-V with the def2-TZVPD basis set) of an isolated molecule of C4H5NO2S at a distorted geometry.

```
13
Properties=species:S:1:pos:R:3
O 3.26 -0.55 -0.12
C 2.38 0.27 0.12
N 1.02 -0.01 -0.11
C -0.19 0.49 0.51
C -0.61 1.61 -0.34
O -1.63 2.30 -0.29
C -1.28 -0.42 0.77
S -1.45 -1.77 -0.26
H 2.40 1.31 0.70
H 0.90 -0.96 -0.60
H 0.06 1.01 1.37
H 0.04 1.59 -1.17
H -2.20 -0.15 1.58
```

Gap between HOMO and LUMO ... 8.34 eV
SMILES string ... O=CN[C@@H](C=O)C=S
Relative energy (zero: lowest compared OMol25 entry of this formula, charge and spin) ... 86.46 kcal/mol
HOMO level ... -9.7 eV